Record 1
12
Properties=species:S:1:pos:R:3 method="wB97M-V/def2-TZVPD" orbital_gap_ha=0.38197 total_charge=0 spin_multiplicity=1 lumo_energy_ev=1.065
H 0.196 -1.325 -1.758
H 1.195 2.977 1.450
C 0.734 -1.960 1.381
C -0.114 -0.807 -0.854
C -0.400 0.666 -0.966
H 1.033 -2.449 2.285
H -1.881 -0.340 0.080
N -1.486 -0.300 -0.854
C 0.661 2.321 0.799
H -0.382 1.119 -1.956
C 0.088 1.554 0.068
C 0.396 -1.393 0.373

Record 2
21
Properties=species:S:1:pos:R:3 method="wB97M-V/def2-TZVPD" orbital_gap_ha="0.13398 / 0.22296" total_charge=-2 spin_multiplicity=4 lumo_energy_ev="4.892 / 4.819"
C -0.200 -0.861 2.399
N -0.444 -0.405 1.110
H -2.436 3.647 -2.533
C -0.631 -2.100 2.787
H -1.622 -3.933 2.173
N -1.848 3.429 -1.752
C -1.473 -2.466 0.553
C -1.303 -2.939 1.888
C -1.060 -1.212 0.179
H 0.367 -0.177 3.010
O 4.522 1.572 -2.429
O 2.250 1.765 -3.323
S 2.448 0.150 -0.991
S 3.108 1.776 -2.127
H -0.412 -2.425 3.799
C -0.993 2.630 -1.547
O -0.327 0.944 0.916
H -1.896 -3.101 -0.215
S -1.248 -0.586 -1.443
O 2.854 2.960 -1.299
Pt 0.343 1.332 -1.152

Record 3
15
Properties=species:S:1:pos:R:3 method="wB97M-V/def2-TZVPD" orbital_gap_ha="0.22347 / 0.29523" total_charge=0 spin_multiplicity=3 lumo_energy_ev="-0.199 / -1.352"
C 0.797 -1.548 -0.440
N -0.746 2.377 -0.569
N 3.819 0.810 0.185
H 2.899 -1.293 -0.846
H -3.478 -0.935 0.742
H 0.801 -2.513 -0.935
C -2.622 -0.346 0.444
C 2.025 -0.854 -0.392
C -1.645 1.753 -0.215
H 4.135 1.662 0.632
C -0.386 -1.143 -0.016
H -3.687 1.473 0.296
C -2.735 0.977 0.193
S 2.280 0.590 0.398
N -1.457 -1.010 0.524

F_max? In order: 0.5; 0.6; 3.5 eV/Å.